(1)
Density functional theory data (ωB97M-V with the def2-TZVPD basis set) for 2 unconnected molecules or ions with the total composition C5H12O3 in a non-equilibrium geometry.

Frontier orbital gap ... 11.144 eV
E_HOMO ... -10.423 eV
Net charge ... 0
Energy relative to the best compared isomer or geometry (same formula, charge and spin) ... 14.65 kcal/mol
E_LUMO ... 0.7211 eV
SMILES ... CCCCC(=O)O.O

Element x y z (Å)
O: -2.206 -1.610 -0.883
C: -1.950 -0.442 -1.019
O: -2.427 0.294 -2.053
C: -1.142 0.444 -0.102
C: 0.345 0.067 -0.376
C: 1.377 0.442 0.681
C: 1.477 1.952 0.974
H: -2.477 -0.213 -2.854
H: -1.292 0.202 0.955
H: -1.358 1.449 -0.467
H: 0.342 -1.003 -0.558
H: 0.680 0.416 -1.361
H: 1.007 0.099 1.631
H: 2.341 -0.027 0.544
H: 1.357 2.602 0.104
H: 2.493 2.208 1.333
H: 0.836 2.285 1.785
H: 0.867 -3.459 0.517
H: -0.573 -3.002 0.429
O: 0.303 -2.703 0.721

***

(2)
Density functional theory data (ωB97M-V with the def2-TZVPD basis set) for a molecular structure, CF3Rh in a non-equilibrium geometry.

⟨S²⟩ ... 8.760
Frontier orbital gap (spin up / spin down) ... 6.869 / 8.628 eV
E_HOMO (spin up / spin down) ... -13.714 / -18.846 eV
Net charge ... +1
E_LUMO (spin up / spin down) ... -6.8451 / -10.2181 eV
2S+1 ... 6

Element x y z (Å)
C: -0.469 0.039 -0.198
F: -1.115 0.799 0.633
F: -1.344 -0.866 -0.529
Rh: 1.686 -0.237 -0.866
F: 1.242 0.265 0.960

***

(3)
Density functional theory data (ωB97M-V with the def2-TZVPD basis set) for a molecular structure, C31H21Cl3N4O3Ru in a non-equilibrium geometry.

⟨S²⟩ ... 0.771
Frontier orbital gap (spin up / spin down) ... 5.589 / 5.666 eV
E_HOMO (spin up / spin down) ... -9.644 / -9.622 eV
Net charge ... +1
E_LUMO (spin up / spin down) ... -4.0549 / -3.9563 eV
2S+1 ... 2

Element x y z (Å)
Ru: 0.181 0.269 0.109
Cl: -0.089 -1.719 -6.919
C: 0.097 -0.972 -5.386
C: 0.225 0.419 -5.311
C: 0.371 1.016 -4.083
C: 0.405 0.270 -2.882
O: 0.590 0.896 -1.780
C: 0.275 -1.172 -2.975
C: 0.345 -2.014 -1.849
N: 0.469 -1.612 -0.587
C: 0.725 -2.493 0.422
C: 1.342 -3.746 0.278
C: 1.479 -4.577 1.376
C: 0.989 -4.222 2.620
C: 0.407 -2.958 2.825
C: -0.091 -2.487 4.060
C: -0.628 -1.218 4.132
C: -0.620 -0.392 3.015
N: -0.131 -0.798 1.841
C: 0.330 -2.065 1.722
C: 0.126 -1.750 -4.246
H: 0.218 1.008 -6.215
H: 0.467 2.088 -4.002
H: 0.261 -3.081 -2.037
H: 1.748 -4.036 -0.678
H: 1.974 -5.527 1.251
H: 1.056 -4.908 3.449
H: -0.031 -3.114 4.934
H: -1.034 -0.843 5.057
H: -0.986 0.627 3.056
H: 0.055 -2.822 -4.333
O: -2.369 -0.268 -0.275
C: -3.274 0.813 -0.146
C: -2.594 2.105 -0.524
C: -3.335 3.201 -0.960
C: -2.676 4.374 -1.279
C: -1.296 4.416 -1.161
C: -0.636 3.281 -0.724
N: -1.276 2.162 -0.407
H: -2.786 -1.066 0.070
H: -3.625 0.909 0.892
H: -4.142 0.651 -0.799
H: -4.409 3.127 -1.039
H: -3.227 5.237 -1.623
H: -0.746 5.311 -1.405
H: 0.443 3.260 -0.630
Cl: 0.517 3.443 4.091
C: 1.885 2.929 3.195
C: 3.165 3.295 3.590
C: 4.275 2.876 2.881
Cl: 5.838 3.349 3.406
C: 4.138 2.028 1.751
C: 5.204 1.558 0.965
C: 4.948 0.699 -0.075
C: 3.631 0.304 -0.328
N: 2.617 0.757 0.373
C: 2.832 1.619 1.377
C: 1.651 2.131 2.043
O: 0.496 1.892 1.587
H: 3.290 3.925 4.457
H: 6.210 1.878 1.187
H: 5.751 0.329 -0.691
H: 3.406 -0.383 -1.133

***

M in g/mol, matching the order above: 120.15; 171.91; 704.96